(1)
The following is a DFT calculation (ωB97M-V/def2-TZVPD) of a molecular structure, C33H28Cl5MnN4O4PSSi.

Cartesian coordinates (Å):
Mn1 -1.308 0.075 -0.992
Cl1 -0.034 -2.198 4.363
Cl2 0.727 -0.244 -2.362
Cl3 -4.211 2.780 -0.942
Cl4 -5.066 -0.363 -0.921
Cl5 -3.053 0.798 -3.407
S1 0.836 -3.404 -1.004
P1 -0.420 2.342 -0.646
Si1 -3.577 0.910 -1.419
O1 -2.496 -3.857 3.969
O2 -3.287 -4.402 1.976
O3 -2.962 -3.475 -0.502
O4 -2.246 -1.549 -1.344
N1 1.313 -6.038 -1.374
N2 -0.776 -1.064 0.789
N3 -0.766 -5.552 -0.887
N4 -0.174 -0.985 1.988
C1 -0.675 -1.931 2.824
C2 1.758 1.148 -1.985
C3 -2.125 5.948 -2.884
C4 0.274 3.922 3.073
C5 1.247 0.564 3.232
C6 -1.676 -2.038 0.879
C7 0.662 -7.338 -1.301
C8 -1.112 3.771 -2.895
C9 -2.377 -2.406 -0.392
C10 1.919 -0.263 1.055
C11 2.745 -5.911 -1.465
C12 -2.511 -3.693 2.780
C13 -2.073 5.974 -1.499
C14 2.423 1.294 3.304
C15 3.894 2.148 -2.312
C16 0.466 -5.040 -1.094
C17 3.073 0.503 1.129
C18 -1.548 4.895 -0.803
C19 3.330 1.273 2.254
C20 -0.851 3.495 3.762
C21 -1.681 -2.616 2.158
C22 3.043 1.069 -2.493
C23 3.442 3.291 -1.668
C24 1.017 -0.211 2.109
C25 0.475 3.536 1.756
C26 -1.641 4.849 -3.582
C27 -1.073 3.790 -1.502
C28 -1.771 2.662 3.142
C29 2.150 3.343 -1.176
C30 -0.460 2.724 1.118
C31 -0.827 -6.969 -1.211
C32 -1.578 2.280 1.825
C33 1.284 2.250 -1.283
H1 3.120 -6.617 -2.206
H2 1.368 3.864 1.245
H3 -1.337 -7.528 -0.428
H4 3.362 0.186 -3.027
H5 1.735 -0.926 0.217
H6 0.897 -7.929 -2.187
H7 1.003 -7.891 -0.421
H8 -1.566 -4.941 -0.938
H9 3.224 -6.120 -0.504
H10 1.002 4.558 3.558
H11 -2.542 6.788 -3.424
H12 4.091 4.149 -1.563
H13 -1.527 4.914 0.279
H14 -1.677 4.832 -4.663
H15 -3.235 -4.105 1.039
H16 -0.735 2.917 -3.448
H17 -1.009 3.808 4.786
H18 -1.346 -7.140 -2.157
H19 -2.316 1.645 1.346
H20 2.621 1.894 4.182
H21 1.796 4.263 -0.730
H22 4.244 1.849 2.317
H23 2.990 -4.898 -1.770
H24 0.520 0.617 4.026
H25 3.783 0.471 0.312
H26 4.901 2.103 -2.704
H27 -2.445 6.832 -0.956
H28 -2.644 2.317 3.681

Computed properties:
E_tot = -170761.576 eV
Strongest force on any atom = 0.496 eV/Å
<S²> = 6.32
Energy relative to the best compared isomer or geometry (same formula, charge and spin) = 0.0 kJ/mol
Total charge = +1
E_LUMO (spin up / spin down) = -4.352 / -3.325 eV
Spin multiplicity = 5
HOMO energy (spin up / spin down) = -10.4 / -10.4 eV

Results of the Löwdin charge analysis, in e, for atoms 1 through 2:
1 Mn 0.43
2 Cl 0.87

***

(2)
The following is a DFT calculation (ωB97M-V/def2-TZVPD) of a molecular structure, C33H28F3N8O2PSeTi.

Cartesian coordinates (Å):
Se1 -0.492 -0.209 2.954
Ti1 0.846 0.260 0.603
P1 -1.488 1.344 -0.542
F1 -2.922 -4.895 -2.862
F2 -2.045 -6.120 -1.306
F3 -3.916 -5.086 -0.947
O1 0.071 4.302 1.317
O2 0.651 2.151 1.095
N1 2.797 -3.257 -1.347
N2 2.087 -1.495 -0.329
N3 1.891 1.011 -1.120
N4 2.838 1.827 -3.677
N5 2.646 0.239 1.882
N6 -0.551 -1.623 0.037
N7 1.379 1.225 4.764
N8 2.884 -2.286 -2.282
C1 -0.990 -2.606 0.823
C2 3.035 -0.840 2.565
C3 4.343 1.479 3.010
C4 -3.875 0.203 -3.696
C5 -1.700 -3.700 0.348
C6 -4.197 2.248 2.416
C7 -2.208 1.688 -4.569
C8 4.061 -0.822 3.483
C9 2.102 2.324 -1.449
C10 -1.953 -3.791 -1.005
C11 -4.454 -0.078 1.895
C12 -1.486 -2.794 -1.831
C13 -1.696 1.868 -3.290
C14 5.828 0.455 4.763
C15 -4.816 1.030 2.649
C16 -2.862 1.269 0.662
C17 0.638 0.687 4.056
C18 -2.718 -4.980 -1.541
C19 -3.299 0.856 -4.777
C20 -2.270 1.225 -2.195
C21 2.328 -2.784 -0.198
C22 2.446 -1.229 -1.622
C23 3.297 1.385 2.118
C24 4.740 0.364 3.730
C25 -3.475 0.040 0.922
C26 -3.361 0.380 -2.418
C27 -0.013 3.221 0.778
C28 2.354 0.132 -2.078
C29 2.772 0.552 -3.331
C30 2.544 2.701 -2.680
C31 -3.229 2.370 1.429
C32 -0.797 -1.733 -1.265
C33 -0.920 3.064 -0.440
H1 -4.458 3.113 3.013
H2 6.058 -0.520 5.189
H3 2.465 -1.743 2.393
H4 3.089 -4.194 -1.571
H5 5.513 1.117 5.572
H6 -1.748 2.202 -5.404
H7 4.820 2.437 3.173
H8 -4.732 -0.441 -3.843
H9 -1.702 3.817 -0.456
H10 2.929 2.257 1.598
H11 -3.169 -0.845 0.377
H12 -5.565 0.939 3.425
H13 -4.918 -1.039 2.081
H14 -1.661 -2.827 -2.898
H15 -0.834 2.514 -3.161
H16 3.072 -0.190 -4.064
H17 4.311 -1.724 4.028
H18 -2.746 3.328 1.286
H19 2.160 -3.392 0.676
H20 -0.770 -2.505 1.880
H21 2.678 3.752 -2.903
H22 6.739 0.872 4.332
H23 -3.700 0.721 -5.773
H24 1.904 3.062 -0.689
H25 -0.422 -0.933 -1.893
H26 -3.838 -0.119 -1.590
H27 -2.047 -4.466 1.030
H28 -0.278 3.235 -1.306

Computed properties:
E_tot = -156597.580 eV
Strongest force on any atom = 0.706 eV/Å
<S²> = 2.02
Energy relative to the best compared isomer or geometry (same formula, charge and spin) = 0.0 kJ/mol
E_LUMO (spin up / spin down) = -0.655 / -0.671 eV
Spin multiplicity = 3
HOMO energy (spin up / spin down) = -5.9 / -7.8 eV

Results of the Löwdin charge analysis, in e, for atoms 1 through 2:
1 Se 0.68
2 Ti 0.72

***

(3)
The following is a DFT calculation (ωB97M-V/def2-TZVPD) of a molecular structure, C33H28F4N7O2Ti.

Cartesian coordinates (Å):
Ti1 -0.236 0.067 0.313
F1 3.851 3.520 2.418
F2 1.178 -0.299 1.308
F3 3.267 4.840 -2.053
F4 1.031 3.358 -2.228
O1 2.113 -0.106 -1.474
O2 -1.644 -0.209 -1.044
N1 -0.369 -2.795 -1.197
N2 -1.850 1.145 1.500
N3 0.006 -5.869 1.385
N4 0.373 -1.891 -0.758
N5 -1.134 -1.617 1.459
N6 0.077 1.869 -0.120
N7 -2.217 -4.140 4.897
C1 2.660 -1.269 -1.045
C2 -2.510 -3.734 -1.652
C3 -1.088 -3.889 2.602
C4 1.745 -2.261 -0.696
C5 -1.784 2.930 3.313
C6 -4.129 -5.965 -2.188
C7 1.329 2.590 0.043
C8 -1.036 2.818 -0.091
C9 1.982 2.612 1.270
C10 4.018 -1.536 -0.967
C11 -2.776 -6.126 -1.836
C12 -3.655 -1.167 -1.765
C13 -1.104 1.741 2.649
C14 -0.493 -4.990 1.944
C15 4.442 -2.788 -0.534
C16 -1.721 -2.568 -1.354
C17 -1.112 -2.652 1.979
C18 2.169 -3.506 -0.275
C19 3.106 3.406 1.258
C20 3.530 -3.773 -0.191
C21 -3.101 0.421 1.893
C22 -2.262 2.156 0.499
C23 -1.712 -4.029 3.865
C24 -3.157 -0.143 3.302
C25 3.602 4.159 0.202
C26 2.866 4.128 -0.967
C27 2.970 0.772 -2.195
C28 -2.293 -1.296 -1.358
C29 -4.405 -2.257 -2.059
C30 1.722 3.360 -1.052
C31 -4.663 -4.709 -2.264
C32 -1.981 -5.042 -1.577
C33 -3.869 -3.574 -1.995
H1 -5.705 -4.565 -2.527
H2 -3.943 1.110 1.768
H3 -3.239 -0.383 1.171
H4 -1.776 3.813 2.673
H5 -2.331 -0.810 3.526
H6 -4.745 -6.833 -2.387
H7 -0.737 3.666 0.533
H8 5.504 -2.986 -0.457
H9 -2.821 1.624 -0.266
H10 1.437 -4.254 0.003
H11 -0.951 -5.177 -1.285
H12 -4.080 -0.718 3.396
H13 -0.104 2.035 2.309
H14 2.326 1.509 -2.660
H15 -0.953 0.939 3.369
H16 -1.260 3.205 -1.090
H17 3.865 -4.740 0.156
H18 4.739 -0.774 -1.223
H19 3.673 1.273 -1.527
H20 -2.357 -7.121 -1.754
H21 -5.445 -2.139 -2.346
H22 -2.817 2.724 3.603
H23 -3.180 0.640 4.060
H24 -4.062 -0.165 -1.809
H25 -2.927 2.895 0.958
H26 4.501 4.759 0.267
H27 -1.223 3.185 4.212
H28 3.510 0.212 -2.962

Computed properties:
E_tot = -83188.522 eV
Strongest force on any atom = 0.390 eV/Å
Energy relative to the best compared isomer or geometry (same formula, charge and spin) = 25.3 kJ/mol
Total charge = -1
E_LUMO = 1.424 eV
Spin multiplicity = 1
HOMO energy = -4.5 eV

Results of the Löwdin charge analysis, in e, for atoms 1 through 2:
1 Ti 1.14
2 F -0.03